Entry 1:
The following is a DFT calculation (ωB97M-V/def2-TZVPD) of the molecule C5H7NO.

Values from the calculation:
* E_LUMO: 0.70 eV
* SMILES: O=C1CC=CCN1
* energy relative to the best compared isomer or geometry (same formula, charge and spin): 1.308 eV

The geometry in ORCA input format:
```
! wB97M-V def2-TZVPD RIJCOSX def2/J DEFGRID3
* xyz 0 1
O 1.2063 2.1197 -1.0004
C 0.6959 1.2523 -0.3462
C 1.4108 -0.0125 0.1628
C 0.5441 -1.2164 -0.1569
C -0.7811 -1.1161 -0.2375
C -1.5089 0.1813 -0.0046
N -0.6174 1.3407 0.2304
H 1.5778 0.0234 1.2580
H 2.3957 -0.0491 -0.2937
H 1.0375 -2.1696 -0.3316
H -1.3903 -1.9805 -0.4951
H -2.1398 0.1044 0.8912
H -2.1993 0.3843 -0.8317
H -0.2312 1.1381 1.1553
*
```

Results of the Löwdin charge analysis, in e, for atoms 1 through 5: 0.12, -0.45, -0.11, -0.09, -0.10

***

Entry 2:
The following is a DFT calculation (ωB97M-V/def2-TZVPD) of the molecule C4H5NO.

Values from the calculation:
* E_LUMO: 0.93 eV
* SMILES: Cc1cnoc1
* energy relative to the best compared isomer or geometry (same formula, charge and spin): 3.734 eV

The geometry in ORCA input format:
```
! wB97M-V def2-TZVPD RIJCOSX def2/J DEFGRID3
* xyz 0 1
C -0.2488 -0.8453 -1.3311
C 0.0054 0.0412 0.0201
C -0.5632 -0.0849 1.1557
C 0.8916 1.0775 0.1713
H -0.4022 -1.9483 -0.9145
H 0.4034 -0.4406 -2.0156
H -1.1963 -0.5739 -1.7054
H -1.3351 -0.8456 1.4578
H 1.4433 1.7541 -0.2876
N 0.0601 0.5404 2.0405
O 0.9418 1.3253 1.4088
*
```

Results of the Löwdin charge analysis, in e, for atoms 1 through 5: 0.00, -0.24, -0.21, -0.09, 0.13